1.
H16O8 | the ωB97M-V functional and the def2-TZVPD basis

Output
molecular weight = 144.12 g mol⁻¹
energy relative to the best compared isomer or geometry (same formula, charge and spin) = 1271.3 kJ/mol
E_HOMO = -0.3022 Eh
orbital gap = 8.035 eV
multiplicity = 1

CARTESIAN COORDINATES (ANGSTROEM)
1 H 2.9633 -0.9032 -0.2559
2 H -1.4602 1.2398 0.3249
3 H -0.5136 -0.3286 1.0103
4 H 1.0609 1.4158 0.3880
5 O 2.3945 -0.1543 -0.0777
6 H -1.5612 -1.3794 1.3104
7 O -1.4289 -0.6164 -1.2578
8 H 0.7016 -2.8361 0.4338
9 H -0.7090 2.2652 -0.9133
10 O -0.3647 1.4758 -1.3311
11 H 2.0904 -2.3330 0.1021
12 H -1.6494 -0.0762 -2.0166
13 O 0.1490 0.3225 0.1923
14 H -0.4240 1.6556 -2.2694
15 H 1.5454 -0.5426 0.1332
16 H 0.1195 -0.6296 0.0984
17 O -2.1995 0.7066 0.0328
18 O 1.8292 1.5465 0.9438
19 O 1.1841 -2.0422 0.2034
20 H -2.6133 0.4062 0.8420
21 O -0.6574 -1.1338 1.5076
22 H 0.0099 0.6556 -0.6942
23 H 1.4839 1.5368 1.8365
24 H -1.9506 -0.2510 -0.5433

=====

2.
H16O8 | the ωB97M-V functional and the def2-TZVPD basis

Output
molecular weight = 144.12 g mol⁻¹
energy relative to the best compared isomer or geometry (same formula, charge and spin) = 82.9 kJ/mol
E_HOMO (spin up / spin down) = -0.5707 / -0.5008 Eh
total charge = +1
orbital gap (spin up / spin down) = 12.223 / 2.577 eV
multiplicity = 2

CARTESIAN COORDINATES (ANGSTROEM)
1 H -21.2168 -11.0790 -10.4743
2 H -17.8298 -10.9283 -7.1807
3 H -16.7431 -13.2869 -7.5069
4 H -14.8217 -10.1510 -10.1444
5 H -16.9524 -7.5966 -10.8173
6 H -17.4033 -9.8124 -10.3066
7 O -18.4264 -10.3793 -6.6718
8 H -17.6694 -7.6074 -8.3078
9 O -20.8961 -10.3107 -10.0019
10 O -18.2860 -7.8338 -7.6116
11 H -13.9108 -8.9872 -10.4726
12 H -17.9650 -11.0697 -9.6777
13 O -14.3217 -9.4430 -9.7381
14 O -17.4345 -11.3726 -12.9635
15 H -18.4989 -9.5703 -7.1781
16 H -18.2022 -13.1550 -7.8884
17 H -15.9241 -8.0552 -9.8053
18 H -19.9434 -10.4018 -10.0141
19 O -17.3494 -12.7355 -8.0015
20 O -16.8433 -8.1597 -10.0510
21 O -17.8525 -10.6302 -10.5205
22 H -17.6732 -10.9487 -12.1392
23 H -16.5336 -11.0924 -13.1253
24 H -17.7883 -7.7158 -6.8025

=====

3.
H16O8Sr | the ωB97M-V functional and the def2-TZVPD basis

Output
molecular weight = 231.74 g mol⁻¹
E_HOMO (spin up / spin down) = -0.2121 / -0.5639 Eh
total charge = +1
orbital gap (spin up / spin down) = 2.981 / 12.263 eV
multiplicity = 2

CARTESIAN COORDINATES (ANGSTROEM)
1 H 0.5616 2.9198 1.2808
2 H -1.3625 2.8212 -0.5039
3 Sr -0.0502 -0.0189 0.0779
4 O -2.1683 0.2292 1.3818
5 H 2.9246 -0.1203 1.4885
6 H 3.1175 -0.8428 0.1722
7 O -0.0913 -1.7727 1.8720
8 H -1.9114 -0.6315 -2.4461
9 O -0.9251 2.3125 -1.1866
10 O 0.8099 -2.2814 -0.9283
11 H -0.9102 -1.5756 2.3267
12 H 0.2515 1.9316 2.3850
13 O 1.3523 0.7040 -1.9876
14 O -1.7855 -0.8552 -1.5240
15 H -2.3464 -1.6181 -1.3834
16 H 1.3802 -2.4122 -1.6858
17 H 0.3185 -2.4569 2.4013
18 H 0.8692 1.1183 -2.7026
19 H 0.7931 -3.1326 -0.4907
20 H -2.8483 -0.4271 1.2299
21 H 2.2698 0.7578 -2.2551
22 O 2.4444 -0.4540 0.7307
23 H -0.4470 2.9627 -1.7013
24 H -2.5548 0.8330 2.0161
25 O 0.3087 2.0092 1.4326

=====

4.
H16O8Sr | the ωB97M-V functional and the def2-TZVPD basis

Output
molecular weight = 231.74 g mol⁻¹
energy relative to the best compared isomer or geometry (same formula, charge and spin) = 1645.2 kJ/mol
E_HOMO = -0.6854 Eh
total charge = +2
orbital gap = 11.821 eV
multiplicity = 1

CARTESIAN COORDINATES (ANGSTROEM)
1 H 0.5284 -0.8464 -2.4668
2 H -1.2253 1.1170 1.9004
3 H 1.5902 0.2062 -2.2293
4 O 0.6177 -2.0031 0.0896
5 H -1.2292 -0.4801 1.8791
6 O 1.9569 -0.2225 0.5037
7 O -1.5762 -0.9090 -0.3587
8 H -1.8014 -1.6294 -0.9474
9 H -2.4142 -0.4921 -0.1581
10 H 2.6943 -0.5304 -0.0233
11 H -1.7153 1.1452 -1.7363
12 O -0.3079 -0.7006 1.7415
13 O -0.8393 1.0373 -1.3658
14 H -2.2235 1.2483 0.7699
15 H 1.1431 -2.6082 -0.4339
16 O 0.9871 -0.3777 -1.7695
17 H -0.1562 -1.4597 2.3045
18 H 1.6015 2.2005 0.1474
19 Sr 0.1644 0.0716 -0.0030
20 O 0.7241 1.9267 0.4146
21 H 0.5178 -2.4413 0.9348
22 O -1.3147 1.0104 0.9534
23 H 0.2252 2.7417 0.4713
24 H -0.3065 1.6938 -1.8144
25 H 2.3592 0.3015 1.1964